Run P
Entry from the OMol25 dataset: a molecular structure, C3H4N4O (the ωB97M-V functional and the def2-TZVPD basis).

Each line ends with the Mulliken charge.
Positions of all 12 atoms, in Å:
C (0.9216, -1.1204, -0.3655)  0.4939
C (0.2263, 0.1315, 0.1383)  0.2926
C (-0.2826, 2.0814, -0.0245)  -0.0208
H (0.8924, -3.1345, -0.7849)  0.2982
H (-0.1975, -2.4857, 0.6653)  0.2583
H (-0.0959, 3.2000, -0.2080)  0.3489
H (-2.1686, 1.7230, 1.0919)  0.3033
N (0.5804, -2.3418, -0.0598)  -0.4488
N (0.7443, 1.3025, -0.2095)  -0.4092
N (-1.3519, 1.4714, 0.4564)  0.0517
N (-1.1436, 0.1072, 0.4241)  -0.5621
O (1.8752, -0.9347, -1.1238)  -0.6060

Frontier orbital gap   0.3751 Ha
Multiplicity   1
HOMO level   -9.55 eV

Run Q
Entry from the OMol25 dataset: C3H4N4O in the gas phase (the ωB97M-V functional and the def2-TZVPD basis).

Each line ends with the Mulliken charge.
Positions of all 12 atoms, in Å:
C (-0.2862, -1.6122, -0.3730)  0.0423
C (0.5166, 1.1261, -1.1366)  0.0841
C (0.5050, 0.9065, 1.2197)  0.0877
H (-1.8661, -1.1150, 0.9652)  0.2768
H (-0.0892, -2.5423, 0.1658)  0.3673
H (0.3481, 2.0899, -1.6434)  0.3811
H (0.8930, 1.5379, 2.0648)  0.3545
N (-1.1475, -0.7225, 0.4382)  -0.2856
N (0.3432, -1.1517, -1.3593)  -0.3280
N (0.0449, 0.1734, -1.7489)  -0.2430
N (-0.4483, 0.0983, 1.3346)  -0.3747
O (1.1865, 1.2117, 0.0729)  -0.3624

Frontier orbital gap   0.3685 Ha
Multiplicity   1
HOMO level   -9.12 eV

Run R
Entry from the OMol25 dataset: C3H4N4O in the gas phase (the ωB97M-V functional and the def2-TZVPD basis).

Each line ends with the Mulliken charge.
Positions of all 12 atoms, in Å:
C (0.7713, -0.0459, 0.5678)  0.5449
C (-0.9448, 1.0371, 1.3285)  -0.0595
C (-0.4449, -0.5770, -1.8736)  -0.3396
H (2.5494, -1.0529, 0.1663)  0.3901
H (-1.9486, 1.4822, 1.2840)  0.3642
H (-0.8272, -0.3040, -2.9401)  0.2688
H (0.2827, -1.2794, -1.6420)  0.3711
N (0.7745, -0.0844, 1.9406)  -0.4332
N (-0.3096, 0.6839, 2.3919)  -0.3243
N (-0.4648, 0.3704, 0.1288)  0.5951
N (-1.0826, 0.4098, -1.0915)  -0.8019
O (1.6446, -0.6398, -0.2608)  -0.5758

Frontier orbital gap   0.3315 Ha
Multiplicity   1
HOMO level   -9.25 eV

Which of them is most stable? Easy: run P.

Run P
Entry from the OMol25 dataset: 7 unconnected molecules or ions with the total composition H12IO6 (the ωB97M-V functional and the def2-TZVPD basis).

Each line ends with the Mulliken charge.
Positions of all 19 atoms, in Å:
I (0.0865, 0.6468, -0.4181)  -0.4480
O (-1.7075, -2.2711, -0.2097)  -0.6389
H (-1.1375, -2.5991, 0.5547)  0.3452
H (-1.2337, -1.5066, -0.4934)  0.2558
O (-2.5791, 2.6481, -1.3028)  -0.5789
H (-2.7183, 2.8442, -2.1705)  0.2301
H (-1.7912, 2.0071, -1.3282)  0.1525
O (3.0992, -0.3591, 1.0155)  -0.5705
H (2.4440, -0.1290, 0.3430)  0.1834
H (3.8149, 0.1200, 0.5137)  0.2607
O (-1.9099, 2.5109, 1.8857)  -0.6230
H (-1.2961, 2.1454, 1.2982)  0.1896
H (-2.6281, 2.7922, 1.3715)  0.3136
O (0.8178, -1.6107, 2.6861)  -0.6058
H (0.7605, -1.1123, 1.9167)  0.2657
H (1.7126, -1.9495, 2.6276)  0.3064
O (1.7061, -1.3653, -2.9530)  -0.5999
H (1.1552, -2.0511, -2.9743)  0.2891
H (1.4045, -0.7609, -2.3628)  0.2729

Frontier orbital gap   0.3183 Ha
Multiplicity   1
Charge   -1
HOMO level   -5.45 eV

Run Q
Entry from the OMol25 dataset: 7 unconnected molecules or ions with the total composition H12IO6 (the ωB97M-V functional and the def2-TZVPD basis).

Each line ends with the Mulliken charge.
Positions of all 19 atoms, in Å:
I (-0.7390, -18.7980, 20.7610)  -0.6869
O (-0.5870, -16.2690, 18.3560)  -0.5659
H (0.1220, -16.1720, 17.7260)  0.2677
H (-0.4010, -17.0740, 18.8630)  0.2241
O (-0.1290, -15.3260, 21.2520)  -0.6415
H (-0.4200, -16.2110, 21.4880)  0.2001
H (0.1260, -15.3500, 20.3200)  0.3747
O (-3.3370, -16.1850, 20.6630)  -0.6025
H (-2.7520, -15.6130, 21.1200)  0.3378
H (-2.9560, -17.0450, 20.7580)  0.2594
O (2.7630, -17.3960, 20.6500)  -0.6402
H (3.2070, -17.9310, 19.9800)  0.3103
H (1.9300, -17.8040, 20.9350)  0.3005
O (1.0990, -19.3840, 17.7710)  -0.6330
H (0.4760, -18.9040, 17.2330)  0.3064
H (0.7750, -19.3520, 18.6820)  0.2414
O (-3.1710, -19.9510, 18.3620)  -0.6141
H (-2.5580, -20.0150, 19.1210)  0.2749
H (-2.7270, -20.3620, 17.6290)  0.2869

Frontier orbital gap   0.3158 Ha
Multiplicity   1
Charge   -1
HOMO level   -5.42 eV

Which of them is most stable? Easy: run Q.

Run P
Entry from the OMol25 dataset: 7 unconnected molecules or ions with the total composition H12IO6 (the ωB97M-V functional and the def2-TZVPD basis).

Each line ends with the Mulliken charge.
Positions of all 19 atoms, in Å:
I (-0.0467, -0.3103, -0.5654)  -0.7564
O (0.0903, 2.5207, 1.2666)  -0.5712
H (0.7983, 3.1577, 1.3106)  0.2723
H (0.1603, 1.8797, 0.5976)  0.2149
O (-3.3457, 1.3197, 0.1256)  -0.6461
H (-2.7697, 0.5647, 0.2446)  0.3079
H (-2.9037, 2.0507, -0.3854)  0.3153
O (1.5563, -2.9603, 0.9966)  -0.5871
H (1.5463, -3.8363, 1.3896)  0.2675
H (0.9243, -2.9763, 0.2746)  0.2884
O (-0.9237, -0.4913, -3.9334)  -0.6064
H (-1.4377, -0.7063, -4.7034)  0.2666
H (-1.4387, -0.1253, -3.2044)  0.2961
O (-0.3267, -0.9583, 2.7456)  -0.6433
H (0.1313, -1.1093, 1.9316)  0.3280
H (-0.6857, -0.0233, 2.8346)  0.3243
O (3.1473, 0.9627, -0.3284)  -0.6531
H (3.3133, 0.0257, -0.3764)  0.3289
H (2.2113, 1.0147, -0.2204)  0.2537

Frontier orbital gap   0.2878 Ha
Multiplicity   1
Charge   -1
HOMO level   -4.67 eV

Run Q
Entry from the OMol25 dataset: a molecular structure, H12IO6 (the ωB97M-V functional and the def2-TZVPD basis).

Each line ends with the Mulliken charge.
Positions of all 19 atoms, in Å:
I (0.1119, -0.6996, -0.3088)  -1.1343
O (-0.6354, 0.8213, -2.4983)  -0.6478
H (-0.0639, 0.6385, -1.7526)  0.3354
H (-0.5243, 0.0667, -3.0766)  0.2836
O (-2.1424, 0.8394, -0.4726)  -0.7028
H (-1.4683, 0.1614, -0.5187)  0.4509
H (-1.8098, 1.4651, 0.1708)  0.2628
O (1.6797, 1.4301, -0.9809)  -0.6845
H (1.2711, 2.2950, -1.0161)  0.2687
H (1.1682, 0.9494, -0.3302)  0.5002
O (-0.8585, -3.1043, 0.9317)  -0.6760
H (-1.2533, -3.4735, 0.1417)  0.3060
H (-0.5659, -2.2317, 0.6684)  0.4212
O (-0.2998, 0.5748, 2.1476)  -0.6700
H (-1.0962, 0.9922, 1.8194)  0.2848
H (0.0233, 0.0596, 1.4084)  0.3648
O (2.1739, 0.0899, 1.3917)  -0.5935
H (1.4280, -0.3007, 0.9364)  0.3647
H (2.8617, -0.5735, 1.3386)  0.2658

Frontier orbital gap   0.3028 Ha
Multiplicity   1
Charge   -1
HOMO level   -5.06 eV

Which of them is most stable? Easy: run P.

Run P
Entry from the OMol25 dataset: a molecular structure, C8H26FeN4O5 (the ωB97M-V functional and the def2-TZVPD basis).

Each line ends with the Mulliken spin population.
Positions of all 44 atoms, in Å:
O (4.2833, 2.3112, -1.7953)  0.0004
H (4.4738, 2.7469, -2.6498)  0.0000
Fe (0.0934, 0.0548, 0.0216)  3.0873
N (-1.6833, -0.4823, -0.8304)  0.1964
N (0.5534, -0.4632, -1.7950)  0.2869
O (-3.0229, -0.4749, -0.2035)  0.0147
O (1.9150, -0.4986, -2.3045)  0.0093
C (-1.6865, -0.9106, -2.0873)  0.1567
C (-0.3501, -0.9662, -2.6332)  0.1008
C (-2.8754, -1.3339, -2.8315)  -0.0152
C (-0.0654, -1.4889, -3.9710)  -0.0093
H (-3.8109, -0.8948, -2.4764)  0.0054
H (-2.9732, -2.4232, -2.8082)  0.0147
H (-2.7489, -1.0507, -3.8763)  0.0034
H (0.9608, -1.8415, -4.1080)  0.0029
H (-0.2703, -0.7276, -4.7305)  0.0069
H (-0.7348, -2.3268, -4.1754)  0.0010
H (-2.8962, -0.1592, 0.7291)  0.0000
H (2.4695, 0.0744, -1.7155)  -0.0004
O (0.2405, -2.3764, 0.5300)  0.0468
H (-0.5823, -1.8704, 0.2828)  -0.0162
H (0.9409, -1.9087, -0.0096)  -0.0065
C (2.9566, 2.7820, -1.4458)  0.0012
H (2.7765, 2.5736, -0.3632)  0.0003
H (2.1820, 2.2991, -2.0938)  0.0027
H (2.9055, 3.8960, -1.5853)  0.0006
O (-0.9140, 2.1854, -0.1113)  0.0586
H (-1.3135, 1.4340, -0.6358)  -0.0084
H (-0.8547, 1.8075, 0.8103)  -0.0211
N (1.8836, 0.4749, 0.8612)  0.0354
C (2.1762, -0.3331, 2.0728)  -0.0021
C (1.4614, 0.2037, 3.2820)  0.0093
C (0.1169, 0.8313, 3.0393)  -0.0146
N (-0.7033, 0.0672, 2.0824)  0.0413
H (1.8582, 1.4846, 1.0713)  0.0054
H (2.6629, 0.3983, 0.1927)  0.0040
H (1.8674, -1.3548, 1.8340)  0.0026
H (3.2700, -0.3140, 2.2081)  0.0026
H (1.3884, -0.6228, 3.9880)  -0.0002
H (2.0735, 0.9683, 3.7618)  -0.0004
H (-0.4536, 0.9052, 3.9779)  0.0032
H (0.2206, 1.8417, 2.6251)  0.0013
H (-1.6875, 0.3899, 2.1553)  -0.0017
H (-0.7692, -0.9238, 2.3724)  -0.0060

Frontier orbital gap (alpha / beta)   0.1807 / 0.1957 Ha
<S²>   6.029
Multiplicity   5
HOMO level (alpha / beta)   -4.80 / -5.23 eV

Run Q
Entry from the OMol25 dataset: a molecular structure, C8H26FeN4O5 (the ωB97M-V functional and the def2-TZVPD basis).

Each line ends with the Mulliken spin population.
Positions of all 44 atoms, in Å:
O (-4.9350, -1.5830, -1.5986)  -0.0003
H (-4.2952, -2.3174, -1.9640)  0.0004
Fe (-0.3000, -0.4368, -0.2712)  3.5376
N (0.4422, 1.3600, -0.6797)  -0.0874
N (-2.0627, 1.0474, -0.7968)  0.0829
O (1.7982, 1.6809, -0.5516)  0.0012
O (-3.2901, 0.7224, -0.6248)  0.0813
C (-0.1662, 2.1963, -1.5248)  0.0704
C (-1.5999, 2.0720, -1.5722)  -0.0535
C (0.6385, 3.2159, -2.2686)  -0.0014
C (-2.4461, 3.0667, -2.3327)  0.0081
H (1.4380, 2.7519, -2.8633)  0.0027
H (1.1718, 3.9437, -1.6356)  0.0034
H (0.0522, 3.8211, -2.9793)  0.0014
H (-3.4697, 2.9818, -1.9700)  0.0002
H (-2.4543, 2.9208, -3.4264)  -0.0036
H (-2.1696, 4.1306, -2.2307)  -0.0022
H (1.9853, 1.7069, 0.4277)  -0.0023
H (-4.1826, -1.2326, -1.0541)  -0.0002
O (2.0422, 1.7775, 2.0886)  0.0010
H (1.5231, 2.5675, 2.2931)  -0.0003
H (2.9470, 1.9824, 2.3913)  0.0005
C (0.0051, -1.7452, -1.2516)  0.2233
H (-0.7508, -2.1204, -0.5811)  -0.0143
H (-0.5666, -1.0658, -2.0411)  0.0344
H (0.4922, -2.6279, -1.8020)  0.0396
O (0.7144, -4.3953, -3.1771)  0.0025
H (1.3861, -3.8120, -3.5245)  0.0000
H (1.1724, -4.8445, -2.4095)  0.0001
N (-1.8034, -0.5494, 1.3711)  0.0427
C (-1.2783, -0.6455, 2.7493)  -0.0017
C (-0.3739, -1.8576, 2.9658)  0.0134
C (0.7373, -2.0727, 1.9517)  -0.0329
N (1.0735, -0.8404, 1.1831)  0.0428
H (-2.4374, -1.3161, 1.1559)  -0.0051
H (-2.3810, 0.2950, 1.2219)  0.0001
H (-0.7538, 0.3037, 2.9703)  -0.0022
H (-2.1497, -0.7299, 3.4220)  0.0025
H (0.0631, -1.7525, 3.9699)  0.0010
H (-0.9883, -2.7667, 3.0005)  0.0005
H (1.6453, -2.3823, 2.4925)  0.0017
H (0.4693, -2.8655, 1.2270)  0.0181
H (1.8843, -1.0289, 0.5964)  0.0048
H (1.3117, -0.0472, 1.8050)  -0.0111

Frontier orbital gap (alpha / beta)   0.2199 / 0.2407 Ha
<S²>   6.041
Multiplicity   5
HOMO level (alpha / beta)   -6.28 / -6.86 eV

Which of them is most stable? Easy: run P.